Computed, not measured: 11 unconnected molecules or ions with the total composition C31H89O44P9S2, with ωB97M-V/def2-TZVPD.

Structure (XYZ):
```
175
Properties=species:S:1:pos:R:3:forces:R:3:mulliken_charge:R:1
C 14.60004 15.04401 19.07551 0.91 1.61 1.26 -0.90
O 13.93336 13.82291 19.36150 -0.02 -0.58 -0.92 -0.24
P 14.57203 12.44227 18.83714 -0.42 -0.07 0.31 0.44
O 15.09470 12.42527 17.48243 0.29 0.14 -0.21 -0.76
O 15.64095 12.06867 19.94756 -0.16 0.10 0.18 -0.26
C 15.31610 12.27949 21.36414 0.48 0.01 -1.33 -0.61
O 13.35880 11.45557 19.10935 -0.66 0.84 0.42 0.87
C 13.45879 10.07704 18.76228 0.76 -0.38 -0.73 -0.33
H 14.25592 15.69518 18.27206 -0.73 -0.79 -0.31 0.25
H 15.68526 15.03531 18.94317 -0.01 -0.99 -0.15 0.35
H 14.49716 15.63383 19.98992 -0.24 0.06 -0.04 0.34
H 14.26278 12.51095 21.50077 -0.02 -0.18 0.07 0.29
H 15.92392 13.14020 21.63172 -0.02 -0.17 0.55 0.25
H 15.61588 11.34698 21.83125 -0.07 0.23 0.46 0.23
H 14.51915 9.81605 18.71505 -0.07 -0.35 0.21 0.67
H 13.07092 9.88785 17.75970 -0.17 0.23 0.06 0.04
H 12.90384 9.44938 19.45683 0.01 0.31 0.16 -0.68
C 5.39479 4.64274 12.90695 -0.22 1.08 -0.31 -0.73
O 6.61006 4.52797 13.64959 0.47 -1.16 0.59 0.06
P 7.44508 3.15524 13.66642 -0.76 -0.95 -0.13 0.43
O 7.36836 2.40620 12.39051 0.38 0.83 0.85 -0.77
O 6.78101 2.32544 14.88137 0.22 1.25 -0.50 -0.36
C 7.54193 1.65872 15.88221 1.14 -0.30 -0.84 -0.61
O 8.90844 3.58409 14.20103 -1.76 -0.40 -0.54 0.22
C 9.78480 4.16962 13.23436 0.58 1.23 -0.19 -0.56
H 5.59692 4.42608 11.85975 -0.08 0.19 -0.05 0.33
H 5.12546 5.68078 13.10256 0.02 0.12 -0.63 0.13
H 4.49408 4.10193 13.20436 0.63 -0.76 0.58 0.29
H 7.83868 2.32692 16.69077 -0.39 -0.07 0.13 0.26
H 8.46119 1.32731 15.38787 0.07 -0.23 0.40 0.29
H 6.99658 0.77080 16.19121 -0.14 0.26 0.24 0.28
H 9.38091 4.38568 12.24295 -0.46 -0.83 0.02 0.47
H 10.67813 3.55360 13.16637 -0.01 0.05 -0.03 0.19
H 9.99788 5.19519 13.54762 0.37 -0.21 0.44 0.05
C 17.35746 8.37856 20.26219 0.11 -0.46 -0.07 -0.17
O 16.99854 7.20137 21.02578 -0.43 0.51 0.84 -0.35
P 16.39905 5.88769 20.35778 0.01 -0.36 0.39 0.54
O 15.95788 4.83889 21.31302 0.09 1.42 -0.83 -0.81
O 17.59879 5.43534 19.43548 -0.29 0.48 -1.03 -0.06
C 18.91952 5.33304 19.90771 1.04 -1.36 0.68 -0.93
O 15.35890 6.40500 19.26026 1.67 -0.66 0.81 0.55
C 13.97769 6.39666 19.50676 -1.58 -0.07 -0.63 -0.07
H 16.77961 9.26588 20.51913 -0.64 -0.41 0.03 -0.15
H 17.24200 8.10732 19.21592 0.21 0.55 -0.19 0.24
H 18.37304 8.67950 20.51610 0.21 -0.50 -0.16 0.31
H 19.01823 5.42830 20.99055 -0.33 0.11 0.02 0.38
H 19.67929 5.98313 19.47065 -0.68 0.49 -0.42 0.26
H 19.23576 4.31535 19.66415 0.08 0.04 0.08 0.32
H 13.62408 7.42904 19.52688 -0.08 -0.20 0.09 -0.45
H 13.63707 5.85797 20.39360 0.51 0.12 0.21 0.56
H 13.51518 5.88475 18.65791 -0.06 0.20 0.01 -0.05
C 7.32532 7.67232 14.56245 -0.48 -0.88 2.38 -0.64
O 6.92600 7.64990 13.20276 0.78 0.56 -1.82 -0.37
P 8.11768 8.09044 12.21583 0.06 2.26 0.27 1.18
O 9.41379 7.51226 12.56677 0.13 -0.21 -0.40 -0.60
O 7.76359 7.98401 10.65989 -0.31 -1.29 0.99 -0.39
C 6.44135 8.22057 10.17208 -0.37 0.49 -0.23 -0.71
O 8.02436 9.70382 12.40793 -0.71 -0.58 0.10 -0.33
C 9.03183 10.58070 11.89083 0.76 -0.41 1.00 -0.38
H 6.62549 8.23005 15.18871 -0.31 0.24 -0.56 0.44
H 8.30822 8.03013 14.86380 0.20 0.18 -0.98 0.03
H 7.27515 6.65277 14.95092 0.06 -0.09 -0.24 0.30
H 5.68544 8.06660 10.94102 0.05 0.01 0.04 0.30
H 6.22346 7.56852 9.32828 0.29 -0.23 0.13 0.25
H 6.38614 9.24464 9.80093 -0.04 0.05 0.17 0.26
H 9.71578 9.97432 11.29846 0.20 0.48 -0.23 0.35
H 9.54033 10.98864 12.76803 0.30 -0.14 -0.19 -0.08
H 8.66635 11.47039 11.38065 -0.59 -0.48 -0.36 0.28
C 9.18733 6.68694 21.88114 -1.44 0.36 0.33 -0.69
O 9.05492 7.93633 22.60360 0.62 -0.11 0.65 -0.19
P 9.90256 8.29281 23.91869 0.22 0.05 0.20 0.84
O 9.16130 8.62503 25.14708 0.03 0.28 -1.10 -0.77
O 10.89060 7.05018 24.24218 -0.03 1.23 -1.39 -0.20
C 10.48662 5.94757 25.00072 -0.26 -0.88 1.34 -0.72
O 10.82727 9.49138 23.38554 -0.19 -0.27 1.15 -0.40
C 11.58908 9.57415 22.19606 -0.35 -0.87 -1.13 0.15
H 8.89330 5.87102 22.54035 0.86 -0.22 0.08 0.37
H 10.14054 6.63740 21.36456 0.04 -0.34 0.15 0.28
H 8.34665 6.67762 21.18708 0.32 0.31 -0.41 0.29
H 11.33706 5.62343 25.60488 0.21 -0.18 -0.46 0.29
H 10.09988 5.13364 24.38378 0.23 0.04 -0.16 0.17
H 9.73808 6.14273 25.77445 -0.23 0.59 -0.40 0.33
H 11.38843 10.47592 21.61824 -0.25 0.32 0.61 -0.01
H 11.28814 8.77239 21.51464 0.22 -0.13 0.00 -0.15
H 12.66314 9.51830 22.36834 -0.05 -0.12 0.40 0.36
C 7.02236 14.54815 20.85658 -0.67 -0.39 0.11 -0.81
O 7.83642 13.54298 20.23894 -0.11 -1.00 -0.04 -0.23
P 7.67744 11.98051 20.56966 1.01 -0.79 1.72 0.58
O 6.36712 11.32829 20.54490 0.03 0.63 -0.62 -0.78
O 8.77016 11.28921 19.63720 -0.73 0.77 0.30 -0.02
C 10.08688 11.80390 19.42633 0.01 0.38 -1.25 0.44
O 8.35468 11.81546 22.04111 -0.12 0.05 -1.16 -0.19
C 7.59958 11.76721 23.24095 -0.04 0.50 1.16 -0.76
H 6.32473 14.19726 21.62260 0.35 -0.58 0.08 0.32
H 6.35129 14.91404 20.08150 0.41 0.64 -0.02 0.30
H 7.68479 15.25878 21.34172 -0.08 0.32 -0.41 0.28
H 10.21527 12.03146 18.36276 -0.31 -0.30 -0.15 0.02
H 10.80302 11.01354 19.62299 0.07 0.24 0.55 -0.60
H 10.24723 12.78815 19.86298 0.16 -0.38 0.80 0.48
H 7.70099 12.73224 23.74672 -0.20 0.13 -0.16 0.29
H 8.02060 11.06390 23.96086 0.25 -0.33 -0.48 0.16
H 6.54163 11.52979 23.13714 0.07 -0.03 -0.52 0.36
C 11.32944 7.64918 15.58742 -0.22 -1.56 -1.12 -0.58
O 10.08951 7.27910 16.24377 0.16 0.93 1.18 0.95
P 10.06850 7.03970 17.83302 0.05 0.69 -0.04 -2.06
O 10.90182 7.97468 18.64521 -0.71 -0.87 -0.65 0.94
O 8.49663 7.12717 18.13639 0.82 -1.16 -0.74 -0.17
C 7.77651 8.35527 18.40077 1.23 0.00 0.20 -0.50
O 10.53235 5.52055 18.01919 -0.74 0.86 0.79 0.53
C 10.72626 4.51964 17.02262 0.34 -0.30 -0.46 -0.14
H 12.19767 7.81874 16.21766 -0.30 0.04 0.36 0.08
H 11.19834 8.44480 14.85654 -0.40 0.26 0.44 0.12
H 11.46972 6.75319 14.97887 0.82 0.18 -0.11 0.12
H 8.35642 8.79901 19.20746 -0.75 0.43 0.27 0.06
H 6.75173 8.08161 18.62580 0.12 -0.01 0.31 0.37
H 7.78392 9.04838 17.55864 0.13 -0.21 -0.21 0.19
H 10.48930 3.51602 17.37506 -0.51 0.32 0.49 0.30
H 11.79759 4.45563 16.81712 -0.06 0.38 -0.41 -0.05
H 10.12535 4.73434 16.14156 0.21 -0.02 -0.12 -0.09
C 14.04714 4.23273 13.44320 1.26 1.32 0.30 -0.62
O 14.05690 4.35677 14.89364 -0.37 -1.30 0.42 0.36
P 14.42025 3.03288 15.72187 -0.74 0.72 1.39 0.23
O 13.47486 1.91508 15.65368 0.17 0.14 -0.37 -0.77
O 15.90890 2.70411 15.31502 0.14 0.18 -0.54 -0.30
C 16.77061 2.07977 16.23228 1.76 -1.18 0.66 -0.67
O 14.60333 3.58559 17.23494 0.43 -0.30 -1.13 0.44
C 14.14707 2.71596 18.27605 -1.34 0.95 0.81 -0.66
H 14.72285 5.05970 13.20308 0.33 -0.49 -0.59 -0.01
H 13.14324 4.52821 12.91224 -0.59 -0.51 0.80 0.16
H 14.43071 3.26063 13.14635 -0.09 0.07 -0.28 0.42
H 17.35760 1.28422 15.76434 -0.32 0.14 -0.62 0.32
H 16.34685 1.55298 17.08773 -0.74 0.41 -0.11 0.24
H 17.54103 2.74327 16.62920 -0.42 0.53 -0.08 0.28
H 13.06990 2.90198 18.30644 -0.12 -0.71 0.16 0.06
H 14.50969 3.08315 19.23811 0.50 0.12 -0.25 0.16
H 14.36586 1.65493 18.18660 0.08 0.10 -0.44 0.47
C 11.33232 11.57303 15.14166 -0.37 0.16 -0.28 0.07
O 10.79684 12.57780 14.25107 0.83 1.85 -0.43 -0.19
P 11.63666 13.95257 14.01280 -0.25 -0.76 -0.07 0.79
O 13.05911 13.73559 13.72381 -0.34 0.14 0.18 -0.62
O 10.79633 14.70320 12.88393 -0.44 -0.72 0.19 -0.31
C 11.27597 15.96093 12.40116 1.84 0.10 0.58 -0.73
O 11.33595 14.87174 15.28464 -0.24 -0.29 -0.21 -0.40
C 11.77702 14.45591 16.57238 1.13 -0.44 0.37 -0.41
H 10.85764 11.72923 16.11037 -0.22 -0.50 -0.06 -0.06
H 12.40888 11.59928 15.31770 0.09 0.23 -0.53 0.43
H 11.04480 10.66739 14.61244 0.10 -0.34 0.69 -0.13
H 11.65111 15.93075 11.37803 -0.78 -0.42 -0.25 0.28
H 12.21433 16.15454 12.93288 -0.21 0.49 0.20 0.31
H 10.57797 16.77378 12.57319 -0.25 -0.25 -0.02 0.29
H 12.34460 15.27675 17.00577 -0.52 0.19 0.27 0.33
H 12.51411 13.64584 16.56383 0.03 -0.04 -0.54 0.06
H 10.97455 14.07233 17.20112 -0.33 0.56 -0.09 0.32
C 16.73416 7.93559 12.72652 0.23 0.78 -0.07 -0.34
C 17.49244 7.05646 13.72974 -0.26 -0.96 0.40 -0.23
O 16.87432 7.25584 15.01772 -1.17 0.57 0.38 -0.34
S 15.61499 8.26374 14.94143 -0.47 1.03 -0.29 1.04
O 15.64792 9.29431 15.93127 0.68 -0.89 -0.46 -0.55
O 14.35860 7.57536 14.80378 1.29 -0.15 -0.43 -0.24
O 16.10245 8.92252 13.53312 -0.71 -0.05 1.14 -0.36
H 15.95603 7.48210 12.11144 0.25 -0.59 0.17 0.26
H 17.40394 8.49927 12.07856 0.07 -0.21 -0.03 0.28
H 18.54275 7.27354 13.91342 -0.03 0.34 -0.50 0.29
H 17.39210 5.99054 13.52267 0.05 0.06 -0.24 0.23
C 11.93771 2.98253 21.98966 0.20 0.33 0.22 -0.15
C 11.23638 1.78547 22.60561 1.70 0.38 -0.30 -0.38
O 10.14545 1.59523 21.74367 -1.11 -0.49 0.39 -0.37
S 9.63581 2.93506 21.02344 0.06 -0.14 0.96 1.08
O 8.39988 3.42500 21.54885 0.97 -0.08 0.02 -0.60
O 9.69488 2.61049 19.64207 0.50 0.67 -0.13 -0.47
O 10.85634 3.85325 21.64139 -1.51 -0.16 -0.81 -0.16
H 12.47595 2.82361 21.05435 0.34 -0.49 0.33 -0.05
H 12.54189 3.45686 22.76159 0.12 0.35 -0.39 0.41
H 11.03973 2.00764 23.65630 -0.84 -0.07 -0.15 0.32
H 11.90881 0.92808 22.58300 -0.35 -0.24 -0.19 0.34
```
Forces are in eV/Å.

Summary:
lowest unoccupied orbital energy = 0.217 eV
HOMO level = -10.1 eV
energy relative to the best compared isomer or geometry (same formula, charge and spin) = 19.6 kcal/mol
electronic energy = -228966.4042 eV
largest force on an atom = 0.050 hartree/bohr